Entry 1:
{
  "formula": "C26H21KN11O2PS",
  "method": "ωB97M-V/def2-TZVPD",
  "elements": ["K", "S", "P", "O", "O", "N", "N", "N", "N", "N", "N", "N", "N", "N", "N", "N", "C", "C", "C", "C", "C", "C", "C", "C", "C", "C", "C", "C", "C", "C", "C", "C", "C", "C", "C", "C", "C", "C", "C", "C", "C", "C", "H", "H", "H", "H", "H", "H", "H", "H", "H", "H", "H", "H", "H", "H", "H", "H", "H", "H", "H", "H", "H"],
  "coordinates": [[-3.374, -0.422, -0.373], [1.646, 5.626, 0.734], [-0.725, -1.953, 0.154], [-2.435, -1.835, 3.621], [-2.290, -0.597, 1.739], [-5.428, -1.143, -1.669], [-4.597, -0.866, -3.940], [-6.123, -3.185, -1.887], [5.156, 3.095, 2.225], [-1.939, 1.254, -3.212], [-6.021, -2.197, -1.054], [-2.838, 0.344, -4.952], [-2.981, 0.517, -2.746], [-5.585, -2.844, -3.074], [-1.891, 2.791, 0.256], [-1.861, 1.150, -4.498], [0.706, -5.651, -1.121], [-5.170, -1.596, -2.888], [1.683, -3.947, -2.493], [4.463, 3.880, 3.045], [0.193, -3.323, -0.684], [3.375, 4.643, 2.645], [0.318, 4.450, 0.584], [1.858, -1.857, 1.384], [0.047, -4.673, -0.380], [-3.488, -0.018, -3.850], [-2.128, -1.644, 2.446], [2.781, 0.109, 2.422], [0.619, 0.191, 1.363], [4.750, 3.039, 0.957], [1.646, 0.822, 2.055], [1.530, -5.293, -2.175], [2.883, -1.234, 2.083], [-1.472, -2.788, 1.625], [0.711, -1.156, 1.015], [2.975, 4.594, 1.318], [-0.591, 4.273, 1.619], [0.120, 3.761, -0.600], [-1.674, 3.434, 1.401], [-0.993, 2.936, -0.722], [3.679, 3.764, 0.457], [1.014, -2.980, -1.762], [2.309, -3.650, -3.326], [-1.201, 2.396, -1.647], [1.951, -2.906, 1.124], [-2.403, 3.272, 2.187], [3.578, 0.592, 2.975], [-4.596, -1.389, -4.800], [1.116, -1.936, -2.037], [-0.586, -4.974, 0.446], [1.545, 1.869, 2.317], [-0.750, -3.342, 2.229], [2.039, -6.053, -2.756], [0.804, 3.871, -1.431], [-0.469, 4.789, 2.562], [5.305, 2.377, 0.302], [-0.287, 0.733, 1.124], [4.792, 3.908, 4.079], [0.567, -6.697, -0.871], [3.394, 3.679, -0.583], [3.760, -1.802, 2.372], [-2.262, -3.476, 1.310], [2.846, 5.266, 3.353]],
  "forces_ev_per_a": [[-0.306, 0.510, -0.034], [0.093, 0.164, 0.101], [0.491, -0.367, 0.165], [0.078, -0.126, 0.115], [0.274, -0.131, 1.153], [-0.382, -0.244, -0.184], [-0.007, 0.090, 0.123], [0.009, 0.026, -0.045], [-0.008, -0.014, 0.000], [-0.102, -0.067, 0.039], [0.026, 0.037, -0.135], [0.172, 0.103, 0.010], [0.228, 0.193, -0.565], [-0.079, -0.110, 0.119], [0.125, -0.014, 0.115], [-0.037, -0.027, -0.090], [-0.010, 0.050, 0.014], [0.115, 0.190, -0.311], [-0.012, -0.029, 0.021], [-0.027, 0.015, -0.076], [-0.035, -0.002, 0.054], [0.003, 0.044, 0.074], [-0.114, -0.132, -0.088], [0.024, -0.045, -0.019], [0.031, -0.061, 0.022], [-0.380, -0.282, -0.002], [-0.001, 0.257, -0.380], [-0.019, 0.013, -0.017], [-0.028, 0.036, -0.008], [-0.082, -0.017, 0.029], [-0.001, -0.056, 0.003], [-0.012, 0.044, 0.010], [-0.028, 0.033, -0.008], [0.053, 0.027, 0.001], [-0.077, 0.047, -0.004], [0.024, -0.056, 0.004], [0.042, 0.068, 0.010], [0.036, -0.009, -0.012], [-0.019, -0.106, -0.048], [-0.245, 0.006, -0.001], [0.005, -0.056, -0.040], [-0.013, 0.035, -0.034], [0.007, -0.012, -0.004], [0.075, -0.010, -0.008], [0.007, 0.015, 0.014], [-0.005, -0.021, 0.003], [0.014, 0.032, -0.027], [0.013, -0.016, 0.000], [-0.008, -0.003, 0.003], [-0.003, 0.010, -0.019], [0.024, -0.009, 0.007], [-0.008, -0.010, -0.011], [0.001, -0.004, 0.002], [-0.015, 0.015, -0.009], [0.000, 0.002, -0.001], [0.020, -0.006, 0.013], [0.016, -0.007, -0.030], [0.014, -0.012, 0.007], [0.002, -0.003, 0.006], [0.018, -0.002, 0.002], [0.008, 0.003, -0.010], [0.009, 0.004, -0.023], [0.003, -0.004, 0.003]],
  "gap_ev": 5.5,
  "energy_ha": -3095.7644,
  "relative_energy_kj_mol": 98.5,
  "fmax_ev_per_a": 1.2,
  "spin_multiplicity": 1,
  "total_charge": -2
}

Entry 2:
{
  "formula": "C19H23ClN2O4",
  "method": "ωB97M-V/def2-TZVPD",
  "elements": ["Cl", "O", "O", "O", "O", "N", "N", "C", "C", "C", "C", "C", "C", "C", "C", "C", "C", "C", "C", "C", "C", "C", "C", "C", "C", "C", "H", "H", "H", "H", "H", "H", "H", "H", "H", "H", "H", "H", "H", "H", "H", "H", "H", "H", "H", "H", "H", "H", "H"],
  "coordinates": [[-4.935, -1.530, -0.923], [2.892, -1.227, 0.919], [1.851, -0.248, -1.268], [0.738, -4.412, 1.125], [4.625, -1.600, -0.465], [1.589, -3.097, -0.502], [2.268, 1.905, -0.722], [-2.365, -2.006, -1.586], [-1.943, 1.595, 1.934], [-2.246, 3.036, 1.543], [-1.088, -2.474, -1.336], [-1.792, -3.216, 0.837], [-0.786, -3.075, -0.117], [3.046, 0.168, 0.776], [-3.069, -2.747, 0.599], [-3.346, -2.137, -0.615], [-1.043, 3.635, 0.821], [0.393, 3.400, -1.256], [-1.749, 0.760, 0.673], [0.569, -3.592, 0.241], [3.624, -1.980, 0.077], [2.964, -3.330, -0.123], [-0.863, 1.444, -0.321], [2.318, 0.584, -0.515], [1.509, 2.505, -1.799], [-0.526, 2.725, -0.263], [-2.719, 0.570, 0.203], [2.181, 3.097, -2.429], [1.437, -2.262, -1.054], [-1.548, -3.701, 1.770], [-0.191, 3.769, -2.104], [-1.314, 4.599, 0.382], [-0.506, 0.810, -1.119], [-3.113, 3.052, 0.880], [-2.755, 1.181, 2.534], [0.846, 4.271, -0.773], [-2.602, -1.540, -2.529], [2.649, 2.531, -0.029], [-0.340, -2.378, -2.107], [-1.323, -0.215, 0.922], [2.585, 0.629, 1.650], [1.107, 1.685, -2.394], [-3.843, -2.851, 1.343], [-0.239, 3.825, 1.542], [2.956, -3.912, 0.806], [4.107, 0.437, 0.708], [-1.032, 1.568, 2.537], [-2.484, 3.633, 2.426], [3.504, -3.880, -0.899]],
  "forces_ev_per_a": [[-0.153, 0.077, -0.028], [-0.115, 0.099, 0.369], [-0.222, -0.222, -0.321], [-0.090, -0.067, 0.223], [-0.044, -0.015, 0.089], [0.078, 0.021, -0.258], [0.105, 0.288, -0.072], [-0.158, 0.059, 0.006], [-0.217, -0.023, -0.191], [0.240, 0.030, 0.198], [0.056, -0.060, 0.206], [0.172, -0.018, -0.073], [-0.332, 0.034, 0.099], [0.113, -0.067, -0.264], [-0.051, 0.055, -0.086], [0.241, -0.117, -0.004], [-0.288, -0.160, 0.030], [0.078, -0.363, -0.046], [-0.017, 0.045, 0.195], [0.193, -0.039, -0.212], [0.235, -0.233, -0.229], [-0.061, -0.115, -0.053], [-0.114, -0.110, -0.015], [0.404, 0.100, 0.571], [-0.181, 0.176, -0.149], [0.121, 0.298, -0.040], [-0.041, -0.096, 0.032], [-0.104, -0.112, -0.029], [-0.080, -0.039, 0.162], [0.025, -0.043, 0.062], [0.045, 0.148, 0.010], [0.078, 0.056, 0.008], [0.183, -0.021, -0.197], [-0.085, 0.036, -0.018], [0.044, -0.027, 0.068], [-0.022, 0.081, -0.028], [-0.043, 0.037, -0.076], [0.021, -0.155, 0.063], [0.079, 0.019, -0.080], [-0.058, -0.053, -0.041], [0.038, -0.016, -0.083], [0.080, 0.093, 0.009], [-0.082, 0.007, 0.050], [0.040, 0.112, -0.010], [0.082, 0.111, -0.127], [-0.192, 0.041, 0.039], [0.045, -0.016, 0.080], [-0.073, 0.025, -0.032], [0.029, 0.140, 0.198]],
  "gap_ev": 9.6,
  "energy_ha": -1608.5374,
  "relative_energy_kj_mol": 6.7,
  "fmax_ev_per_a": 0.7,
  "spin_multiplicity": 1,
  "smiles": "O=C(COC(=O)CNC(=O)c1ccc(Cl)cc1)NCCC1=CCCCC1",
  "total_charge": 0
}

Entry 3:
{
  "formula": "C28H46Br2N6O9",
  "method": "ωB97M-V/def2-TZVPD",
  "elements": ["Br", "Br", "O", "O", "O", "O", "O", "O", "O", "O", "O", "N", "N", "N", "N", "N", "N", "C", "C", "C", "C", "C", "C", "C", "C", "C", "C", "C", "C", "C", "C", "C", "C", "C", "C", "C", "C", "C", "C", "C", "C", "C", "C", "C", "C", "H", "H", "H", "H", "H", "H", "H", "H", "H", "H", "H", "H", "H", "H", "H", "H", "H", "H", "H", "H", "H", "H", "H", "H", "H", "H", "H", "H", "H", "H", "H", "H", "H", "H", "H", "H", "H", "H", "H", "H", "H", "H", "H", "H", "H", "H"],
  "coordinates": [[-5.202, 4.560, 2.365], [-7.255, 2.622, 4.814], [-0.609, -0.115, 0.375], [-1.299, 2.712, 7.109], [1.553, -1.079, 3.128], [1.867, -4.177, -5.763], [-4.982, 1.102, 0.881], [0.142, -0.240, 4.675], [3.775, 1.872, -7.241], [2.865, 1.147, -2.931], [2.632, -4.515, -0.947], [2.517, 3.568, -6.401], [2.288, -1.045, -2.732], [-2.906, 0.267, 0.277], [0.622, -5.328, -0.282], [1.765, -3.526, -7.931], [-0.342, 1.301, 8.608], [-5.337, 2.963, 4.798], [-1.085, 2.534, 3.915], [2.977, 2.780, -7.387], [-2.405, 2.947, 4.064], [0.663, -2.617, -7.661], [2.648, 0.044, -3.415], [-1.683, 1.278, 2.016], [1.741, -5.337, -1.033], [1.555, 4.618, -6.653], [-4.991, 4.205, 5.624], [0.733, 1.176, 2.814], [-3.002, 1.690, 2.162], [0.867, -0.178, 3.496], [2.054, -2.322, -3.386], [-0.408, -6.334, -0.427], [-3.804, 1.055, 1.079], [-0.034, -0.061, 8.996], [-3.406, 2.525, 3.192], [2.270, -4.240, -6.909], [-1.594, 0.405, 0.824], [0.098, 2.401, 9.450], [0.451, -4.270, 0.702], [-4.852, 2.918, 3.342], [2.997, 3.356, -5.037], [-1.021, 1.586, 7.487], [-0.691, 1.674, 2.900], [2.123, -0.962, -1.289], [2.287, -3.628, -9.278], [-1.312, 0.689, 6.915], [3.057, -0.656, -0.818], [1.023, -2.640, -3.222], [-0.496, -4.416, 1.216], [-0.757, 2.984, 9.792], [-5.443, 2.170, 2.821], [1.963, 5.592, -6.372], [2.786, 2.346, -4.697], [-0.431, -0.750, 8.253], [1.051, 1.078, 1.781], [-4.177, 3.978, 6.312], [0.379, -2.120, -8.585], [2.509, 4.067, -4.376], [2.739, -0.139, -4.501], [-0.346, 2.879, 4.626], [1.777, -6.175, -1.749], [-2.646, 3.600, 4.888], [4.077, 3.500, -4.997], [-2.912, 0.604, -0.683], [2.226, -2.236, -4.453], [1.840, -1.941, -0.914], [-5.840, 4.500, 6.235], [0.957, -1.868, -6.925], [2.722, -3.078, -2.976], [3.107, -4.894, -7.208], [1.357, -0.233, -1.036], [0.757, 3.067, 8.893], [-0.119, -7.041, -1.202], [1.510, -3.965, -9.968], [-4.698, 5.044, 5.000], [1.303, 4.640, -7.712], [-4.891, 2.094, 5.279], [2.548, 3.032, -8.373], [-0.478, -0.295, 9.965], [0.641, 4.449, -6.080], [1.046, -0.207, 9.061], [-0.549, -6.880, 0.509], [0.630, 2.000, 10.308], [3.104, -4.346, -9.297], [1.371, 1.871, 3.361], [0.451, -3.292, 0.223], [-0.794, -0.357, 4.480], [-0.193, -3.163, -7.264], [1.265, -4.285, 1.428], [2.663, -2.662, -9.619], [-1.358, -5.876, -0.710]],
  "forces_ev_per_a": [[-0.026, 0.130, -0.094], [-0.125, 0.009, 0.001], [-0.063, 0.006, -0.130], [-0.013, 0.052, 0.050], [-0.089, 0.280, 0.205], [-0.051, -0.093, -0.088], [-0.229, 0.243, -0.114], [0.225, -0.513, 0.186], [-0.012, 0.002, 0.012], [-0.093, -0.192, 0.224], [-0.007, 0.023, 0.043], [-0.045, 0.124, 0.100], [-0.058, -0.158, 0.032], [0.475, 1.219, 0.348], [-0.091, -0.021, 0.032], [-0.027, 0.013, -0.111], [0.001, -0.003, 0.050], [0.442, 0.199, -0.038], [-0.100, 0.118, 0.123], [-0.021, -0.091, -0.062], [0.055, 0.028, -0.001], [0.048, -0.047, 0.057], [0.075, 0.113, -0.135], [-0.288, 0.038, 0.262], [0.040, -0.014, -0.030], [0.079, -0.042, 0.075], [-0.035, -0.132, 0.176], [-0.411, -0.172, -0.065], [0.077, -0.189, -0.005], [-0.024, 0.051, -0.241], [0.059, 0.187, 0.219], [0.032, 0.105, 0.054], [0.190, -0.425, -0.137], [0.018, 0.089, 0.030], [-0.021, 0.143, 0.090], [0.070, -0.004, 0.073], [-0.001, -0.228, -0.126], [-0.028, 0.008, -0.065], [0.082, -0.030, -0.058], [-0.062, -0.467, 0.192], [0.041, -0.017, -0.354], [-0.049, -0.043, -0.148], [0.249, 0.012, -0.196], [0.118, 0.152, -0.080], [-0.074, 0.071, 0.072], [0.018, -0.014, 0.034], [0.001, -0.019, 0.025], [0.002, -0.071, -0.059], [-0.013, -0.012, 0.004], [0.007, 0.009, 0.014], [-0.036, 0.111, -0.067], [-0.026, 0.020, -0.016], [0.008, 0.095, 0.046], [0.004, -0.004, -0.018], [0.189, 0.022, 0.029], [0.068, 0.008, -0.022], [0.005, 0.005, -0.015], [-0.015, -0.002, 0.011], [0.011, -0.002, 0.006], [-0.060, 0.017, 0.068], [-0.006, 0.003, 0.002], [0.069, 0.023, 0.034], [0.003, 0.014, 0.051], [-0.286, -0.787, -0.235], [-0.004, 0.033, -0.037], [0.043, -0.030, 0.003], [-0.009, 0.085, -0.033], [-0.012, 0.021, -0.009], [-0.035, -0.067, -0.042], [-0.014, -0.013, -0.010], [-0.018, 0.001, 0.028], [0.010, 0.009, 0.015], [0.004, -0.007, -0.012], [0.021, -0.013, -0.024], [-0.080, 0.049, -0.052], [-0.001, -0.001, -0.011], [-0.195, -0.126, -0.013], [0.008, 0.011, 0.006], [-0.001, -0.026, -0.005], [-0.018, 0.023, -0.016], [-0.001, -0.029, -0.009], [-0.015, -0.028, -0.014], [0.004, -0.014, 0.006], [0.012, -0.010, 0.004], [0.144, -0.009, -0.064], [-0.034, 0.018, 0.020], [-0.077, 0.184, -0.023], [-0.013, 0.014, 0.000], [-0.002, 0.021, 0.011], [0.024, -0.011, -0.022], [-0.016, -0.030, -0.014]],
  "gap_ev": 7.7,
  "energy_ha": -7248.3095,
  "fmax_ev_per_a": 1.4,
  "spin_multiplicity": 1,
  "smiles": "C[C@@H](Br)[C@@H](Br)c1ccc(CC(=O)O)c2c1C(=O)NC2=O.CN(C)C=O.CN(C)C=O.CN(C)C=O.CN(C)C=O.CN(C)C=O",
  "total_charge": 0
}

Entry 4:
{
  "formula": "BrH2NOS",
  "method": "ωB97M-V/def2-TZVPD",
  "elements": ["Br", "S", "O", "N", "H", "H"],
  "coordinates": [[3.235, 0.374, 0.143], [1.841, -1.303, 0.327], [1.353, -2.019, -0.792], [0.320, 0.429, 0.903], [0.794, 1.379, 0.878], [-0.216, -0.112, 1.615]],
  "forces_ev_per_a": [[0.927, 0.381, -0.859], [-1.922, 2.245, 3.401], [-0.217, -0.072, -1.802], [1.002, -2.272, -1.806], [-0.775, -2.039, 1.241], [0.987, 1.758, -0.175]],
  "gap_ev": [8.6, 8.1],
  "energy_ha": -3103.2775,
  "relative_energy_kj_mol": 247.3,
  "fmax_ev_per_a": 4.5,
  "spin_multiplicity": 1,
  "total_charge": 0
}